Entry 1:
ORCA calculation (ωB97M-V/def2-TZVPD) on C12H22N3O7OsP2S2 as an isolated structure.

expectation value of S²: 6.02
E_tot: -74295.774 eV
ΔE to the lowest compared entry with this formula, charge and spin: 0.0 kJ/mol
gap between HOMO and LUMO (alpha / beta): 6.10 / 4.31 eV

```
! wB97M-V def2-TZVPD RIJCOSX def2/J DEFGRID3
* xyz 3 5
Os -0.12 0.48 0.35
N 3.80 -0.34 -2.77
C 2.63 -0.73 -1.93
C 2.69 -2.20 -1.63
P 1.02 -0.25 -2.74
O 1.54 1.09 -3.44
O 0.46 -1.26 -3.63
O 0.05 0.15 -1.60
P 2.76 0.28 -0.36
O 2.10 1.71 -0.72
O 4.17 0.38 0.00
O 1.72 -0.28 0.63
H 3.99 -1.05 -3.50
H 4.63 -0.25 -2.16
H 3.61 0.56 -3.24
H 2.45 -2.79 -2.52
H 1.97 -2.45 -0.86
H 3.67 -2.50 -1.26
H 1.01 1.34 -4.20
H 2.74 2.42 -0.85
C 0.65 3.28 2.38
C 0.05 2.11 3.03
N -0.34 1.01 2.42
C -0.84 0.07 3.31
C -0.82 0.50 4.63
S -0.19 2.06 4.76
C -1.28 -1.19 2.82
C -1.76 -2.29 3.54
S -2.11 -3.59 2.53
C -1.61 -2.61 1.13
N -1.23 -1.42 1.47
C -1.66 -3.11 -0.25
H 0.74 3.14 1.30
H 1.65 3.46 2.79
H 0.08 4.18 2.59
H -1.16 -0.04 5.49
H -1.90 -2.35 4.60
H -1.96 -4.16 -0.29
H -0.69 -2.99 -0.74
H -2.37 -2.52 -0.83
C -4.19 1.48 -1.34
C -2.72 1.11 -1.41
O -2.08 1.30 -0.12
H -4.68 1.20 -2.27
H -4.33 2.55 -1.22
H -4.69 0.96 -0.53
H -2.20 1.73 -2.14
H -2.58 0.06 -1.68
H -2.71 1.80 0.44
*
```

Mulliken population analysis, charges in e, atoms 1 to 8:
1. Os 2.741
2. N -0.091
3. C 0.369
4. C -1.726
5. P 0.759
6. O -0.570
7. O -0.676
8. O -0.327



Entry 2:
ORCA calculation (ωB97M-V/def2-TZVPD) on C32H24F6N5O4SbTl as an isolated structure.

expectation value of S²: 0.78
E_tot: -76753.682 eV
ΔE to the lowest compared entry with this formula, charge and spin: 359.8 kJ/mol
gap between HOMO and LUMO (alpha / beta): 6.79 / 6.27 eV

```
! wB97M-V def2-TZVPD RIJCOSX def2/J DEFGRID3
* xyz -2 2
Tl -0.59 0.62 0.07
O 0.50 1.33 1.82
C 1.58 0.62 2.05
C 1.80 -0.04 3.21
C 3.01 -0.82 3.43
C 4.05 -0.80 2.60
C 4.03 0.03 1.35
C 2.61 0.43 0.95
C 2.09 0.19 -1.15
N 0.74 0.16 -1.58
C 0.54 0.94 -2.79
C -0.94 1.25 -2.99
N -1.39 1.94 -1.79
C -1.54 3.20 -1.80
C -1.82 4.01 -0.63
C -1.85 5.40 -0.79
C -2.03 6.26 0.27
C -2.17 5.70 1.55
C -2.15 4.34 1.75
C -2.00 3.43 0.66
O -2.07 2.16 0.87
H 1.03 -0.01 3.98
H 3.07 -1.43 4.33
H 4.95 -1.38 2.80
H 4.77 0.84 1.41
H 2.75 0.17 -2.03
H 0.88 0.36 -3.66
H 1.09 1.89 -2.78
H -1.51 0.33 -3.10
H -1.08 1.86 -3.89
H -1.43 3.74 -2.75
H -1.73 5.80 -1.79
H -2.05 7.33 0.13
H -2.28 6.35 2.41
H -2.24 3.91 2.73
O 1.04 -6.48 1.59
C 1.84 -5.72 1.00
O 2.97 -5.97 0.52
C 1.34 -4.28 0.78
C 0.01 -3.95 1.02
C -0.40 -2.64 0.86
N 0.45 -1.68 0.53
C 1.72 -1.97 0.29
C 2.20 -3.27 0.39
C 2.54 -0.77 -0.04
C 4.13 -0.81 0.04
C 4.90 -0.04 -0.99
C 4.74 1.33 -1.17
C 3.65 2.03 -0.69
N 2.49 1.36 -0.24
C -1.82 -2.20 1.05
C -2.85 -3.12 1.22
C -4.14 -2.66 1.38
C -4.39 -1.30 1.40
C -3.32 -0.44 1.21
N -2.07 -0.89 1.04
H -0.65 -4.74 1.35
H 3.22 -3.53 0.17
H 4.55 -1.80 0.16
H 5.73 -0.54 -1.48
H 5.50 1.88 -1.72
H 3.61 3.11 -0.76
H -2.64 -4.17 1.17
H -4.95 -3.37 1.47
H -5.39 -0.91 1.50
H -3.45 0.63 1.17
F -2.91 -0.96 -1.65
Sb -4.17 -1.90 -2.73
F -5.50 -1.58 -1.43
F -4.63 -0.27 -3.58
F -2.82 -2.17 -4.02
F -5.41 -2.82 -3.81
F -3.71 -3.50 -1.85
*
```

Mulliken population analysis, charges in e, atoms 1 to 8:
1. Tl 2.141
2. O -0.621
3. C -0.040
4. C -1.040
5. C -0.394
6. C -1.527
7. C 0.787
8. C 1.032



Entry 3:
ORCA calculation (ωB97M-V/def2-TZVPD) on a 8-piece molecular cluster, C17H42BrF3N13O14 overall.

E_tot: -144510.715 eV
gap between HOMO and LUMO: 8.86 eV

```
! wB97M-V def2-TZVPD RIJCOSX def2/J DEFGRID3
* xyz 1 1
C 0.53 -1.31 0.28
C 0.54 -0.77 -1.28
C -0.38 0.61 -1.49
Br 0.13 1.33 -3.33
N -0.13 1.61 -0.39
C 1.27 2.19 -0.41
C 1.38 3.72 -1.01
C 2.66 4.45 -0.23
F 3.87 3.67 -0.57
F 2.88 5.86 -0.75
F 2.40 4.60 1.22
C 0.08 4.67 -0.73
N -0.74 4.01 0.36
C -1.19 2.66 -0.23
N -2.53 2.56 -0.50
C -3.52 3.72 -0.28
C -5.05 3.26 -0.66
N -6.05 4.33 -0.18
N -5.21 3.16 -2.17
N -5.50 1.96 -0.02
H 1.65 -1.40 0.69
H -0.03 -0.61 1.03
H 0.03 -2.39 0.39
H 1.66 -0.58 -1.61
H 0.04 -1.58 -1.97
H -1.47 0.22 -1.60
H 1.62 2.21 0.73
H 2.06 1.54 -0.98
H 1.56 3.74 -2.19
H 0.35 5.76 -0.35
H -0.62 4.84 -1.68
H -0.21 3.87 1.25
H -2.91 1.66 -0.86
H -3.41 4.01 0.86
H -3.23 4.68 -0.89
H -5.96 4.36 0.87
H -5.80 5.26 -0.58
H -6.22 3.16 -2.42
H -4.72 2.29 -2.54
H -5.54 2.04 1.02
H -4.95 1.14 -0.34
C -4.59 -1.71 1.70
N -3.29 -1.31 1.10
O -2.27 -1.64 1.71
O -3.34 -0.67 0.05
H -4.40 -2.27 2.63
H -5.16 -0.80 1.91
H -5.11 -2.34 0.98
C -5.45 -5.41 5.05
N -5.62 -4.50 3.89
O -5.90 -3.32 4.13
O -5.47 -4.99 2.76
H -5.61 -4.85 5.97
H -6.19 -6.21 4.95
H -4.43 -5.80 5.01
C 4.52 4.40 -3.85
N 4.19 3.28 -4.76
O 2.99 3.09 -5.02
O 5.13 2.60 -5.20
H 3.60 4.90 -3.55
H 5.04 3.98 -2.99
H 5.17 5.09 -4.41
C 0.82 -5.60 2.51
N 0.71 -4.69 1.33
O -0.31 -4.77 0.65
O 1.66 -3.92 1.13
H -0.08 -6.22 2.56
H 1.71 -6.22 2.36
H 0.92 -4.97 3.40
C 0.69 -3.38 -4.56
N 0.89 -4.74 -3.99
O 1.94 -4.96 -3.38
O -0.03 -5.56 -4.16
H 1.57 -2.78 -4.33
H 0.57 -3.49 -5.64
H -0.20 -2.96 -4.10
C 3.44 -6.41 6.29
N 2.16 -5.68 6.12
O 1.14 -6.22 6.57
O 2.20 -4.59 5.54
H 3.25 -7.35 6.81
H 3.84 -6.60 5.29
H 4.11 -5.77 6.87
C 8.05 3.15 -1.75
N 7.88 4.06 -2.91
O 7.60 5.24 -2.66
O 8.03 3.57 -4.03
H 7.89 3.71 -0.83
H 7.31 2.35 -1.85
H 9.07 2.76 -1.79
*
```

Mulliken population analysis, charges in e, atoms 1 to 8:
1. C -0.330
2. C -0.129
3. C -0.733
4. Br -0.066
5. N 0.370
6. C -1.110
7. C 0.645
8. C 0.679



Entry 4:
ORCA calculation (ωB97M-V/def2-TZVPD) on a 2-piece molecular cluster, C6H15N3 overall.

E_tot: -10930.695 eV
ΔE to the lowest compared entry with this formula, charge and spin: 503.1 kJ/mol
gap between HOMO and LUMO: 7.90 eV

```
! wB97M-V def2-TZVPD RIJCOSX def2/J DEFGRID3
* xyz 0 1
C -1.57 0.38 -1.56
C 0.22 -1.89 1.04
N -1.18 -0.15 -0.23
C 0.04 -1.12 -0.24
N -2.29 -0.64 0.54
N 0.61 -1.52 -1.30
H -2.79 -1.35 0.01
H -2.93 0.13 0.72
H 0.46 -0.93 -2.11
H -0.70 0.85 -2.02
H -2.35 1.13 -1.43
H -1.95 -0.43 -2.18
H 1.29 -1.98 1.23
H -0.23 -1.42 1.91
H -0.22 -2.88 0.92
C 1.95 1.54 -0.51
C 1.06 1.01 0.57
C 1.38 1.15 1.86
H -0.45 0.70 0.34
H 2.26 0.74 -1.18
H 1.44 2.30 -1.11
H 2.87 2.01 -0.13
H 2.30 1.63 2.20
H 0.75 0.76 2.66
*
```

Mulliken population analysis, charges in e, atoms 1 to 8:
1. C -1.099
2. C -1.403
3. N 0.286
4. C 0.718
5. N -0.707
6. N -0.743
7. H 0.240
8. H 0.272



Entry 5:
ORCA calculation (ωB97M-V/def2-TZVPD) on one molecule with the formula C10H12N2.

expectation value of S²: 2.04
E_tot: -13536.832 eV
ΔE to the lowest compared entry with this formula, charge and spin: 311.8 kJ/mol
gap between HOMO and LUMO (alpha / beta): 7.30 / 6.49 eV

```
! wB97M-V def2-TZVPD RIJCOSX def2/J DEFGRID3
* xyz 0 3
C -0.24 0.72 -0.24
C 1.08 0.61 -0.58
C -1.84 2.01 2.98
C 3.79 -1.83 0.28
C -0.51 1.37 0.99
C 2.35 0.10 -0.09
C -1.66 1.56 1.76
C 2.70 -1.27 -0.25
C -1.32 -0.05 -0.88
C -2.20 -1.27 -2.57
N 2.05 1.00 -1.27
N -1.14 -0.58 -2.02
H -2.89 2.03 3.18
H -1.21 2.44 3.66
H 3.98 -2.90 0.22
H 4.37 -1.08 0.77
H 0.31 1.85 1.43
H 2.66 0.64 0.78
H -2.49 1.03 1.37
H 1.94 -1.89 -0.84
H -2.24 -0.17 -0.29
H -2.93 -0.66 -3.16
H -1.73 -1.86 -3.42
H -2.85 -1.79 -1.81
*
```

Mulliken population analysis, charges in e, atoms 1 to 8:
1. C 1.023
2. C 0.174
3. C -1.331
4. C -0.738
5. C -0.486
6. C 0.015
7. C 0.068
8. C -0.113



Entry 6:
ORCA calculation (ωB97M-V/def2-TZVPD) on a 11-piece molecular cluster, C17H24BCl30FNO4S overall.

E_tot: -417592.037 eV
gap between HOMO and LUMO: 6.72 eV

```
! wB97M-V def2-TZVPD RIJCOSX def2/J DEFGRID3
* xyz 1 1
C 1.24 5.43 -2.25
C 0.28 4.53 -3.12
O -0.86 4.16 -2.33
B -0.97 2.77 -2.15
O -1.36 1.97 -3.24
C -0.64 2.00 -0.76
C 0.96 2.00 -0.75
N 1.24 1.84 0.69
S 2.84 1.19 1.05
C 4.00 2.17 0.00
O 3.16 1.53 2.45
O 2.94 -0.26 0.74
C 0.31 2.21 1.51
C -0.84 2.76 0.59
F -0.44 4.11 0.47
H 0.61 5.93 -1.48
H 1.70 6.24 -2.84
H 2.04 4.85 -1.75
H 0.80 3.68 -3.61
H -0.10 5.20 -3.93
H -0.93 1.11 -3.12
H -1.12 1.01 -0.61
H 1.48 2.82 -1.28
H 1.20 1.04 -1.26
H 5.05 2.05 0.33
H 3.67 3.23 0.01
H 3.82 1.81 -1.03
H 0.38 2.13 2.61
H -1.85 2.88 1.01
C 2.37 -4.09 0.19
Cl 3.84 -4.40 -0.74
Cl 0.97 -3.95 -0.89
Cl 2.08 -5.37 1.37
H 2.49 -3.15 0.72
C -3.76 -1.85 -3.04
Cl -5.03 -2.75 -2.19
Cl -2.16 -2.33 -2.44
Cl -3.88 -2.10 -4.78
H -3.90 -0.79 -2.83
C 5.07 -6.84 2.90
Cl 6.07 -8.29 2.75
Cl 4.67 -6.53 4.59
Cl 5.90 -5.44 2.19
H 4.15 -7.00 2.35
C 0.28 6.56 2.97
Cl 2.00 6.96 3.13
Cl -0.20 5.39 4.21
Cl -0.71 8.02 3.08
H 0.13 6.11 2.00
C -6.73 -4.24 -6.70
Cl -7.98 -3.42 -5.75
Cl -5.65 -3.06 -7.45
Cl -5.82 -5.37 -5.69
H -7.22 -4.80 -7.49
C -2.62 -4.71 1.62
Cl -1.55 -6.11 1.60
Cl -2.36 -3.77 3.10
Cl -2.38 -3.73 0.17
H -3.65 -5.06 1.62
C 1.79 -2.43 4.52
Cl 2.35 -1.70 3.01
Cl 0.03 -2.37 4.65
Cl 2.36 -4.09 4.70
H 2.22 -1.84 5.33
C 5.52 5.86 -2.53
Cl 4.78 7.42 -2.15
Cl 5.42 4.77 -1.13
Cl 4.75 5.12 -3.94
H 6.56 6.02 -2.76
C -4.65 4.63 1.22
Cl -4.54 3.18 0.21
Cl -3.06 5.07 1.86
Cl -5.34 5.97 0.30
H -5.31 4.42 2.05
C -3.11 -9.29 3.71
Cl -3.18 -7.53 3.79
Cl -4.73 -9.99 3.84
Cl -2.33 -9.81 2.22
H -2.52 -9.65 4.55
*
```

Mulliken population analysis, charges in e, atoms 1 to 8:
1. C -0.553
2. C -0.412
3. O -0.651
4. B 0.703
5. O -0.408
6. C -0.260
7. C -0.914
8. N 0.146



Entry 7:
ORCA calculation (ωB97M-V/def2-TZVPD) on C19H13AuBrF6N2O2P as an isolated structure.

expectation value of S²: 3.77
E_tot: -126312.265 eV
ΔE to the lowest compared entry with this formula, charge and spin: 6.1 kJ/mol
gap between HOMO and LUMO (alpha / beta): 8.34 / 5.86 eV

```
! wB97M-V def2-TZVPD RIJCOSX def2/J DEFGRID3
* xyz 1 4
Au -0.87 2.13 0.09
Br -0.16 2.90 -2.99
C -1.00 1.24 -2.87
C -1.25 0.49 -4.03
C -1.85 -0.74 -3.90
C -2.18 -1.21 -2.63
C -1.92 -0.41 -1.55
N -1.34 0.80 -1.67
C -2.26 -0.84 -0.16
O -2.72 -2.05 -0.01
O -2.14 -0.18 0.85
H -0.97 0.89 -4.99
H -2.05 -1.34 -4.78
H -2.65 -2.17 -2.49
F -2.44 3.45 -0.29
P -2.16 4.89 0.80
F -3.26 5.64 -0.01
F -1.80 6.03 1.79
F -0.98 3.85 1.51
F -3.21 4.21 1.75
F -1.03 5.28 -0.25
N 0.69 0.96 0.59
C 1.16 -0.17 0.88
C 1.21 -1.14 -0.26
C 1.64 -0.72 -1.51
C 1.62 -1.61 -2.58
C 1.14 -2.91 -2.39
C 0.71 -3.32 -1.13
C 0.74 -2.44 -0.06
C 1.62 -0.52 2.23
C 1.08 0.14 3.34
C 1.52 -0.19 4.60
C 2.50 -1.15 4.77
C 3.04 -1.81 3.67
C 2.60 -1.50 2.39
H 2.02 0.28 -1.65
H 1.98 -1.30 -3.55
H 1.13 -3.60 -3.22
H 0.35 -4.33 -0.99
H 0.41 -2.76 0.92
H 0.30 0.88 3.20
H 1.10 0.31 5.47
H 2.85 -1.40 5.76
H 3.81 -2.55 3.80
H 3.02 -2.00 1.53
*
```

Mulliken population analysis, charges in e, atoms 1 to 8:
1. Au 1.211
2. Br -0.013
3. C 0.198
4. C -0.532
5. C -0.516
6. C -0.577
7. C 0.670
8. N -0.128



Entry 8:
ORCA calculation (ωB97M-V/def2-TZVPD) on C20H22Cl5HgIN2O6PS2 as an isolated structure.

expectation value of S²: 0.77
E_tot: -142208.852 eV
ΔE to the lowest compared entry with this formula, charge and spin: 258.2 kJ/mol
gap between HOMO and LUMO (alpha / beta): 2.48 / 6.12 eV

```
! wB97M-V def2-TZVPD RIJCOSX def2/J DEFGRID3
* xyz -2 2
Hg 1.37 1.13 0.33
Cl -5.08 1.27 4.67
C -3.86 1.20 3.45
C -2.54 0.89 3.78
Cl -2.14 0.56 5.42
C -1.55 0.87 2.81
Cl 0.08 0.55 3.28
C -1.82 1.15 1.44
O -0.97 1.16 0.48
C -3.19 1.43 1.15
Cl -3.59 1.78 -0.49
C -4.18 1.48 2.12
Cl -5.79 1.91 1.71
O 3.34 4.37 0.96
S 2.24 3.45 1.24
O 1.39 3.89 2.33
O 1.43 3.18 -0.01
O 2.83 2.06 1.59
I -0.01 0.69 -6.42
C 0.03 0.93 -4.30
C -1.07 0.91 -3.47
N -0.59 1.01 -2.23
N 0.74 1.09 -2.21
C 1.14 1.04 -3.46
H -2.13 0.83 -3.68
H -1.09 1.08 -1.32
H 2.19 1.08 -3.71
C 5.13 0.34 0.75
P 3.90 0.72 -0.56
C 4.55 2.29 -1.22
C 4.57 -0.42 -1.88
H 6.14 0.24 0.33
H 4.84 -0.59 1.25
H 5.08 1.15 1.47
H 5.64 2.26 -1.31
H 4.25 3.09 -0.54
H 4.10 2.49 -2.19
H 5.64 -0.26 -2.08
H 4.01 -0.26 -2.81
H 4.41 -1.46 -1.58
C -5.23 -2.52 1.08
C -3.80 -2.41 0.63
C -2.74 -2.39 1.55
C -1.43 -2.29 1.14
C -1.13 -2.18 -0.25
C -2.20 -2.18 -1.18
C -3.49 -2.30 -0.74
S 0.48 -1.85 -0.80
C 1.27 -3.48 -0.33
O 1.23 -1.00 0.24
H -5.28 -2.63 2.17
H -5.73 -3.37 0.61
H -5.79 -1.62 0.81
H -2.96 -2.46 2.61
H -0.62 -2.25 1.86
H -1.97 -2.09 -2.23
H -4.31 -2.29 -1.46
H 1.10 -3.63 0.73
H 2.34 -3.39 -0.54
H 0.82 -4.27 -0.93
*
```

Mulliken population analysis, charges in e, atoms 1 to 8:
1. Hg 2.282
2. Cl -0.266
3. C 0.445
4. C -0.012
5. Cl -0.237
6. C 0.625
7. Cl -0.160
8. C -1.295